ORCA calculation (ωB97M-V/def2-TZVPD) on 2 unconnected molecules or ions with the total composition C9H13NO2.

LUMO level = 0.72 eV
Net charge = 0
Energy relative to the best compared isomer or geometry (same formula, charge and spin) = 61.0 kcal per mole
Gap between HOMO and LUMO = 8.857 eV
Largest force on an atom = 5.80 eV/Å

Structure (XYZ):
```
25
C9H13NO2 | OMol25 | ωB97M-V/def2-TZVPD
C 2.0312 2.9666 -2.9756
C 1.0609 2.2328 -1.9839
C -0.1689 1.7242 -2.6257
C -0.9538 0.6556 -2.0947
C -0.5070 0.1911 -0.8323
O -1.3507 -0.8503 -0.3224
C 0.4636 0.9254 -0.0750
C 1.3102 1.9263 -0.6331
H 2.7956 3.3837 -2.3451
H 1.5113 3.9059 -3.3972
H 2.3742 2.1399 -3.5481
H -0.4436 2.0560 -3.6078
H -1.6186 0.0509 -2.7174
H -0.8856 -1.5582 0.2479
H 0.5117 0.5455 1.0563
H 2.1208 2.3026 -0.1194
C -0.5867 -3.3631 3.2988
C -0.3957 -2.1171 2.4577
N -1.0300 -0.9078 2.9189
O 0.4315 -2.2388 1.6163
H -1.6698 -3.6602 3.2512
H -0.6076 -3.1856 4.3092
H -0.0856 -4.4009 2.9429
H -1.2180 -0.1842 2.3330
H -1.7432 -1.1788 3.5940
```